Formula: C39H99Cl4O36P7
Source: the Open Molecules 2025 dataset
Level of theory: ωB97M-V/def2-TZVPD

LUMO in eV: 0.0
E_tot in eV: -230879.1203

Each line ends with the Löwdin charge.
Geometry (Å):
C -57.990 0.215 6.528  -1.162
Cl -58.137 1.665 5.558  0.522
Cl -59.394 -0.418 7.213  0.580
H -57.301 -0.529 6.128  0.042
H -57.358 0.489 7.373  0.018
C -41.125 -2.896 0.909  -1.019
Cl -39.627 -2.212 0.270  0.500
Cl -40.745 -4.135 2.150  0.465
H -41.874 -2.147 1.170  0.039
H -41.651 -3.516 0.183  0.015
C -58.813 -4.749 1.748  -0.131
O -59.695 -3.724 1.432  -0.247
P -59.933 -3.015 -0.019  0.457
O -59.580 -3.868 -1.140  -0.214
O -58.956 -1.737 0.232  -0.260
C -57.575 -1.938 0.039  -0.093
O -61.422 -2.339 0.017  -0.208
C -61.913 -1.421 1.045  -0.084
H -59.430 -5.523 2.202  0.095
H -57.980 -4.311 2.298  0.091
H -58.393 -5.137 0.820  0.082
H -57.401 -2.916 0.488  0.068
H -57.054 -1.148 0.581  0.097
H -57.487 -1.908 -1.047  0.097
H -62.871 -1.681 1.494  0.084
H -62.232 -0.453 0.660  0.080
H -61.165 -1.164 1.795  0.085
C -43.662 -6.758 15.404  -0.159
O -43.347 -6.399 14.108  -0.226
P -43.542 -7.601 12.993  0.454
O -42.674 -8.786 13.146  -0.221
O -45.111 -7.899 13.005  -0.209
C -46.109 -6.976 12.630  -0.100
O -43.257 -6.818 11.616  -0.200
C -42.164 -6.036 11.429  -0.156
H -44.535 -6.175 15.698  0.092
H -42.894 -6.507 16.135  0.089
H -43.771 -7.818 15.634  0.093
H -45.728 -5.967 12.791  0.090
H -46.914 -7.097 13.355  0.089
H -46.573 -7.194 11.669  0.095
H -41.778 -5.750 12.407  0.083
H -42.400 -5.153 10.835  0.094
H -41.292 -6.480 10.948  0.093
C -42.350 -13.236 -4.493  -0.162
O -41.045 -13.106 -4.063  -0.211
P -40.738 -13.148 -2.439  0.478
O -39.391 -12.782 -1.966  -0.230
O -41.908 -12.262 -1.837  -0.241
C -41.635 -10.896 -1.408  -0.056
O -41.299 -14.651 -1.987  -0.250
C -40.534 -15.813 -2.259  -0.112
H -42.758 -14.221 -4.262  0.086
H -42.453 -13.103 -5.570  0.092
H -43.078 -12.553 -4.055  0.084
H -42.312 -10.317 -2.036  0.089
H -40.580 -10.714 -1.610  0.077
H -41.836 -10.689 -0.357  0.089
H -39.980 -16.061 -1.353  0.090
H -39.830 -15.629 -3.070  0.086
H -41.264 -16.571 -2.543  0.090
C -53.360 -5.680 7.672  -0.104
O -53.087 -5.297 9.027  -0.220
P -52.985 -3.715 9.437  0.429
O -53.173 -2.666 8.444  -0.227
O -53.893 -3.512 10.762  -0.208
C -53.769 -4.518 11.794  -0.102
O -51.460 -3.742 9.981  -0.257
C -50.841 -2.560 10.513  -0.079
H -54.199 -6.369 7.573  0.086
H -52.520 -6.190 7.202  0.085
H -53.508 -4.858 6.971  0.078
H -54.732 -4.715 12.266  0.086
H -53.102 -4.126 12.561  0.086
H -53.454 -5.523 11.514  0.084
H -50.712 -2.633 11.593  0.090
H -51.424 -1.740 10.093  0.082
H -49.928 -2.573 9.917  0.091
C -47.348 -13.315 2.988  -0.106
O -48.578 -12.975 3.591  -0.211
P -49.657 -14.118 3.883  0.413
O -49.221 -15.262 4.708  -0.236
O -50.871 -13.406 4.605  -0.204
C -51.803 -14.234 5.338  -0.110
O -50.232 -14.369 2.366  -0.214
C -51.332 -15.274 2.309  -0.111
H -46.614 -12.618 3.393  0.088
H -47.396 -12.932 1.969  0.091
H -47.042 -14.348 3.150  0.096
H -51.816 -13.917 6.381  0.090
H -51.695 -15.314 5.240  0.081
H -52.818 -13.968 5.044  0.088
H -51.905 -15.407 3.226  0.059
H -51.026 -16.275 2.004  0.093
H -51.988 -14.863 1.541  0.094
C -54.612 -8.525 -3.048  -0.087
O -53.209 -8.310 -2.874  -0.210
P -52.518 -8.113 -1.440  0.453
O -52.991 -6.956 -0.615  -0.261
O -52.565 -9.601 -0.686  -0.225
C -53.762 -10.046 -0.016  -0.127
O -51.025 -7.885 -1.906  -0.213
C -49.933 -7.557 -1.085  -0.103
H -55.068 -9.031 -2.197  0.070
H -54.821 -9.091 -3.955  0.090
H -55.141 -7.590 -3.233  0.093
H -54.650 -9.416 0.040  0.081
H -53.617 -10.582 0.922  0.086
H -54.198 -10.799 -0.673  0.076
H -49.196 -8.354 -0.985  0.090
H -50.153 -7.229 -0.069  0.090
H -49.582 -6.672 -1.617  0.097
C -46.201 -5.834 5.309  -0.104
O -46.538 -4.510 5.589  -0.257
P -47.190 -3.380 4.581  0.465
O -46.637 -3.366 3.208  -0.246
O -48.817 -3.550 4.654  -0.236
C -49.703 -2.630 3.997  -0.087
O -46.840 -2.056 5.381  -0.200
C -45.581 -1.885 5.910  -0.141
H -45.255 -5.693 4.786  0.091
H -46.943 -6.241 4.621  0.093
H -46.044 -6.413 6.219  0.093
H -49.529 -2.740 2.926  0.089
H -49.310 -1.640 4.227  0.079
H -50.746 -2.626 4.315  0.092
H -44.916 -1.539 5.119  0.087
H -45.051 -2.782 6.230  0.088
H -45.537 -1.034 6.590  0.094
O -45.216 6.974 6.205  0.094
C -44.079 7.234 6.542  -0.623
O -43.767 8.307 7.116  0.008
C -44.683 9.289 7.558  -0.177
C -44.031 9.966 8.839  -0.046
C -42.887 6.361 6.426  0.019
H -45.634 8.911 7.933  0.115
H -44.905 9.926 6.703  0.128
H -43.643 9.310 9.618  0.076
H -44.758 10.666 9.251  0.069
H -43.192 10.517 8.414  0.065
H -42.253 6.272 7.308  0.091
H -42.258 6.864 5.692  0.091
H -43.030 5.361 6.017  0.089
O -52.930 4.043 2.567  0.074
C -53.137 4.854 3.473  -0.515
O -53.810 6.028 3.319  -0.016
C -54.696 6.096 2.141  -0.214
C -53.998 6.181 0.834  -0.086
C -52.452 4.793 4.769  0.000
H -55.462 6.841 2.357  0.122
H -55.294 5.186 2.103  0.117
H -54.839 6.248 0.144  0.082
H -53.463 5.305 0.468  0.077
H -53.360 7.064 0.800  0.084
H -51.551 4.180 4.796  0.087
H -53.039 4.219 5.486  0.094
H -52.024 5.728 5.131  0.093
O -44.181 3.899 12.175  0.093
C -44.960 3.002 11.978  -0.635
O -45.004 1.936 12.605  0.034
C -43.983 1.609 13.523  -0.178
C -44.076 0.039 13.556  -0.050
C -46.063 3.238 10.941  0.028
H -44.134 2.133 14.467  0.126
H -42.952 1.909 13.336  0.122
H -44.365 -0.325 12.570  0.075
H -44.806 -0.492 14.168  0.066
H -43.095 -0.268 13.918  0.069
H -46.102 4.241 10.517  0.082
H -47.014 3.124 11.462  0.084
H -45.844 2.581 10.099  0.084
O -47.563 3.954 -2.956  0.098
C -47.055 3.915 -1.863  -0.574
O -47.039 2.899 -1.038  0.011
C -47.587 1.637 -1.366  -0.225
C -46.585 0.640 -1.858  -0.073
C -46.416 5.150 -1.304  0.014
H -48.441 1.768 -2.030  0.125
H -48.016 1.256 -0.439  0.123
H -45.677 0.553 -1.262  0.080
H -46.198 0.849 -2.855  0.076
H -46.990 -0.347 -2.078  0.080
H -47.097 5.569 -0.563  0.092
H -46.227 5.935 -2.035  0.086
H -45.429 4.887 -0.923  0.086